The following is a quantum chemistry calculation of a 9-piece molecular cluster, C33H67O25 overall, from the OMol25 dataset.

Last column: Mulliken charge in e.
Atoms and positions in Å:
C 0.99 1.05 14.58  -0.447
O 0.39 -0.06 15.25  -0.909
H 0.55 2.04 14.65  0.126
H 2.04 1.16 14.85  0.127
H 0.86 0.75 13.54  0.108
C 4.58 -5.61 11.80  -1.192
C 3.42 -5.83 12.72  -0.135
O 3.06 -7.25 12.68  -0.281
C 1.95 -7.59 13.43  0.731
O 1.33 -6.81 14.16  -0.558
O 1.62 -8.86 13.21  -0.330
C 0.54 -9.48 13.92  -0.642
H 5.33 -6.36 12.03  0.312
H 5.12 -4.68 11.98  0.370
H 4.30 -5.79 10.76  0.297
H 2.54 -5.20 12.62  0.390
H 3.78 -5.75 13.75  0.205
H -0.32 -8.82 13.92  0.318
H 0.76 -9.81 14.94  0.282
H 0.28 -10.37 13.34  0.233
C -3.67 4.91 19.50  -1.097
C -4.37 3.91 20.43  -0.238
O -4.79 4.56 21.65  -0.259
C -5.54 3.95 22.57  0.780
O -5.96 2.78 22.54  -0.600
O -5.82 4.89 23.50  -0.313
C -6.76 4.57 24.54  -0.627
H -2.61 5.05 19.73  0.277
H -4.23 5.84 19.40  0.311
H -3.68 4.59 18.45  0.375
H -3.73 3.13 20.85  0.290
H -5.22 3.41 19.96  0.299
H -6.33 4.94 25.48  0.227
H -6.91 3.50 24.64  0.334
H -7.65 5.19 24.46  0.240
C -4.33 -0.40 10.31  -1.157
C -3.20 -0.98 9.42  -0.166
O -2.87 -0.26 8.30  -0.260
C -1.82 -0.50 7.52  0.702
O -1.23 -1.54 7.60  -0.541
O -1.61 0.46 6.57  -0.298
C -0.40 0.45 5.91  -0.640
H -5.17 -0.09 9.70  0.333
H -3.98 0.43 10.92  0.301
H -4.76 -1.18 10.94  0.349
H -3.50 -2.01 9.21  0.267
H -2.36 -0.88 10.10  0.290
H -0.29 -0.36 5.18  0.275
H 0.42 0.31 6.62  0.302
H -0.20 1.37 5.36  0.241
C 2.07 2.35 21.61  -1.044
C 2.86 1.08 22.03  -0.180
O 2.36 0.60 23.30  -0.350
C 1.10 -0.03 23.37  0.755
O 0.34 -0.27 22.44  -0.571
O 0.78 -0.06 24.64  -0.320
C -0.52 -0.46 25.13  -0.652
H 0.99 2.20 21.71  0.302
H 2.29 2.66 20.59  0.349
H 2.37 3.19 22.24  0.281
H 3.94 1.23 22.01  0.289
H 2.55 0.27 21.38  0.304
H -1.34 -0.51 24.40  0.333
H -0.71 0.18 25.99  0.229
H -0.32 -1.45 25.54  0.273
C -2.24 6.89 11.78  -1.136
C -3.14 8.03 11.53  -0.145
O -3.56 8.74 12.73  -0.325
C -2.80 9.59 13.28  0.814
O -1.69 9.95 12.87  -0.615
O -3.47 10.11 14.34  -0.330
C -2.84 11.04 15.18  -0.587
H -1.22 7.10 12.11  0.309
H -2.24 6.38 10.82  0.345
H -2.63 6.15 12.47  0.334
H -4.10 7.70 11.12  0.281
H -2.62 8.65 10.80  0.290
H -2.44 11.80 14.51  0.285
H -1.99 10.51 15.62  0.273
H -3.48 11.47 15.95  0.206
C 6.29 3.50 10.16  -1.257
C 5.52 4.14 9.09  -0.130
O 5.22 5.44 9.50  -0.213
C 4.54 6.26 8.68  0.675
O 4.34 5.98 7.49  -0.575
O 4.19 7.38 9.43  -0.276
C 3.51 8.48 8.75  -0.605
H 6.84 2.62 9.83  0.361
H 5.76 3.18 11.06  0.316
H 7.01 4.21 10.55  0.322
H 4.68 3.50 8.87  0.299
H 6.09 4.02 8.17  0.284
H 3.11 9.18 9.48  0.235
H 2.62 8.03 8.31  0.293
H 4.19 8.90 8.00  0.267
C 4.74 -8.19 21.09  -0.970
C 5.36 -6.82 21.35  -0.297
O 6.08 -6.37 20.20  -0.313
C 5.44 -5.55 19.30  0.726
O 4.22 -5.27 19.21  -0.565
O 6.38 -4.98 18.51  -0.321
C 6.08 -3.65 17.96  -0.655
H 4.06 -8.13 20.24  0.305
H 4.26 -8.38 22.05  0.314
H 5.47 -9.00 21.07  0.280
H 6.05 -6.79 22.19  0.316
H 4.56 -6.11 21.60  0.329
H 5.24 -3.67 17.26  0.307
H 6.88 -3.27 17.34  0.247
H 6.08 -2.93 18.78  0.297
C 3.74 8.10 16.08  -1.142
C 4.09 9.54 16.51  -0.202
O 4.72 9.68 17.78  -0.270
C 3.91 10.27 18.77  0.688
O 2.84 10.92 18.54  -0.577
O 4.36 9.98 20.00  -0.282
C 4.02 10.69 21.23  -0.682
H 3.30 7.93 15.10  0.355
H 2.90 7.72 16.67  0.313
H 4.67 7.55 16.22  0.293
H 3.10 9.98 16.39  0.273
H 4.70 9.84 15.66  0.331
H 2.97 10.82 21.50  0.317
H 4.36 11.72 21.25  0.302
H 4.38 10.18 22.12  0.283

Values from the calculation:
highest occupied orbital energy	-0.05894	Ha
ΔE to the lowest compared entry with this formula, charge and spin	5.1712	eV
Kohn-Sham gap	0.1263	Eh
total charge	-1
lowest unoccupied orbital energy	1.834	eV
E	-3178.4261	Ha